{
  "formula": "C47H49CaF8GeN8OPS",
  "method": "the ωB97M-V functional and the def2-TZVPD basis",
  "energy_ha": -6626.82621,
  "orbital_gap_ev": 3.571,
  "e_above_lowest_kcal_mol": 37.2,
  "total_charge": -2,
  "symbols": ["F", "C", "H", "F", "C", "H", "H", "C", "H", "H", "F", "Ge", "H", "C", "H", "C", "N", "C", "C", "H", "F", "H", "H", "C", "C", "H", "H", "C", "F", "P", "H", "H", "C", "F", "N", "H", "C", "C", "C", "H", "H", "C", "H", "H", "C", "C", "C", "C", "C", "H", "H", "C", "C", "C", "C", "N", "C", "C", "C", "N", "O", "H", "C", "H", "C", "C", "H", "H", "S", "C", "H", "Ca", "H", "C", "H", "H", "C", "H", "F", "C", "C", "C", "H", "H", "H", "H", "H", "H", "N", "H", "H", "H", "N", "H", "C", "C", "C", "C", "C", "H", "H", "H", "C", "N", "H", "H", "C", "F", "H", "H", "N", "C", "C", "H", "C", "H", "C"],
  "coordinates": [[4.533, 1.689, 8.600], [-0.423, -0.367, -2.444], [-1.295, -4.108, 0.869], [-3.766, 5.586, 1.710], [-1.424, -0.568, -5.540], [0.303, 3.370, 0.896], [-2.495, -0.640, -5.334], [-5.825, -1.521, -4.030], [1.707, 4.001, -2.268], [0.494, -2.631, 3.587], [3.493, 3.266, 4.297], [-0.531, 0.500, -4.093], [1.412, 2.101, -4.897], [3.200, 2.405, 5.289], [6.549, 1.096, 1.159], [-3.476, -0.832, 3.988], [1.004, -3.017, -1.135], [-2.340, 3.995, 0.677], [0.830, -4.338, -5.049], [0.432, 2.760, -2.053], [-1.752, 6.217, 1.256], [-1.261, -0.595, 4.186], [-0.954, 3.104, -3.888], [1.506, 2.958, -2.020], [-1.784, 2.076, -0.621], [-1.276, -1.073, -2.491], [-1.402, 1.340, 2.535], [-1.626, 1.953, 1.672], [1.020, -0.323, 6.211], [2.128, 2.532, -0.397], [-4.585, -2.065, 0.287], [-2.121, 3.704, 2.809], [0.297, -4.464, -2.755], [-3.191, 5.974, -0.336], [0.152, -2.721, 1.502], [1.221, 0.753, -6.011], [0.153, -4.991, -4.035], [-5.142, 0.367, -2.723], [5.971, 0.438, 3.119], [0.274, -4.811, 1.297], [4.274, 2.846, 0.599], [-2.129, -0.871, 3.600], [3.977, 4.061, -0.672], [-1.294, -0.130, -6.535], [5.826, 0.524, 1.727], [1.982, 0.631, 6.231], [-4.917, -2.313, -3.341], [2.756, 0.686, 7.375], [3.856, -0.802, 1.836], [6.795, 0.950, 3.600], [2.053, 0.500, -4.467], [-4.115, -1.780, -2.337], [5.076, -0.280, 3.892], [-0.212, -3.948, 0.825], [1.022, -2.849, 2.649], [2.718, -1.491, 1.444], [-5.943, -0.174, -3.718], [1.353, 3.645, 0.779], [-1.507, 2.276, -4.345], [-1.994, -1.266, 2.321], [1.941, 1.086, -0.078], [-1.632, 2.504, -5.408], [1.729, -2.678, -3.522], [4.408, 2.388, -1.111], [2.230, -1.972, 2.548], [-3.516, -1.957, 0.531], [5.178, -0.336, 4.969], [2.093, -2.698, -5.624], [1.196, 1.398, 3.700], [-2.763, 5.432, 0.818], [-3.566, -3.669, -1.523], [0.267, -0.594, -0.204], [1.973, 2.294, -2.745], [4.772, -0.090, 1.073], [-2.256, -2.785, -2.303], [-6.650, 0.450, -4.252], [1.073, -3.337, -2.487], [-2.499, 2.234, -3.886], [2.530, -0.170, 8.394], [-3.111, -2.672, -1.634], [-2.222, 3.396, -0.568], [0.201, -3.902, -0.619], [1.428, 4.675, 0.430], [4.634, -0.015, 0.004], [-1.009, -1.578, -5.542], [2.276, -1.770, -3.319], [-0.473, -5.852, -4.234], [-1.608, 1.533, -1.557], [-1.483, 1.379, 0.476], [-0.989, -5.476, -1.372], [-6.436, -1.956, -4.812], [2.652, -1.771, 4.601], [2.980, -1.682, 3.654], [-5.278, -1.318, 2.759], [-2.047, 3.265, 1.823], [3.986, 2.480, 6.421], [1.226, 1.025, -4.952], [-4.233, -0.427, -2.040], [-3.256, -1.490, 1.862], [-3.591, 0.000, -1.281], [-2.450, 3.930, -1.480], [0.735, -4.700, -6.066], [3.868, 3.011, -0.398], [-0.241, -4.825, -1.529], [-3.862, -0.543, 4.955], [1.829, 3.522, 1.754], [3.773, 1.616, 7.483], [4.980, 3.389, 6.504], [-5.209, 1.422, -2.487], [-4.822, -3.365, -3.591], [-2.617, -2.212, -0.343], [-4.205, -1.233, 2.861], [1.612, -3.201, -4.795], [-0.705, -2.200, 1.779], [2.146, 1.485, 5.128], [1.399, -3.877, 2.722], [4.027, -0.896, 3.224]],
  "forces_ev_per_a": [[-0.067, -0.012, -0.116], [0.048, 0.590, -0.002], [0.004, -0.010, -0.003], [0.033, -0.064, -0.006], [-0.003, 0.053, -0.012], [0.126, 0.065, -0.087], [-0.055, -0.022, 0.027], [-0.009, 0.020, -0.009], [-0.003, 0.019, -0.019], [-0.002, 0.063, -0.008], [-0.059, -0.084, 0.119], [0.057, -0.291, -0.046], [0.004, 0.049, 0.006], [0.050, 0.064, -0.108], [0.006, 0.011, -0.012], [0.050, 0.018, -0.005], [-0.278, -0.087, -0.074], [-0.099, 0.027, 0.023], [0.007, 0.004, -0.012], [0.081, -0.020, -0.010], [-0.009, -0.082, -0.013], [0.031, 0.000, 0.020], [0.015, 0.052, 0.035], [-0.075, -0.017, 0.006], [-0.063, 0.192, 0.087], [0.040, -0.023, 0.025], [0.055, 0.013, 0.014], [-0.195, -0.064, -0.066], [0.192, 0.152, -0.058], [-0.083, 0.089, 0.052], [0.032, -0.046, 0.003], [-0.006, -0.014, 0.005], [0.007, -0.063, -0.033], [0.012, -0.067, -0.043], [-0.023, -0.183, -0.028], [0.002, -0.038, -0.028], [-0.020, 0.041, 0.003], [0.026, 0.004, -0.023], [0.009, 0.025, -0.021], [-0.043, -0.022, -0.035], [0.024, -0.027, 0.032], [-0.105, -0.005, 0.110], [-0.003, 0.011, -0.006], [0.001, 0.036, -0.032], [0.007, 0.011, 0.007], [-0.189, -0.172, 0.012], [0.000, -0.005, 0.032], [0.053, -0.056, 0.075], [0.041, 0.034, 0.004], [0.014, 0.007, 0.008], [0.028, -0.008, 0.020], [-0.007, -0.019, 0.023], [-0.042, 0.015, 0.020], [0.185, 0.100, -0.116], [0.067, -0.075, -0.133], [-0.049, 0.086, 0.035], [-0.007, -0.012, -0.019], [0.019, -0.064, 0.039], [0.004, -0.012, 0.043], [0.003, 0.182, 0.273], [-0.120, -0.155, 0.108], [0.012, 0.016, -0.042], [0.021, 0.029, 0.002], [0.019, 0.006, -0.016], [-0.139, -0.012, -0.026], [-0.059, 0.083, -0.019], [-0.007, 0.006, 0.020], [-0.002, 0.013, -0.008], [-0.051, -0.016, 0.004], [0.030, 0.046, 0.035], [0.010, -0.005, -0.028], [0.059, -0.373, -0.227], [0.003, 0.008, -0.057], [0.016, 0.006, 0.001], [0.070, -0.015, -0.011], [0.006, 0.009, -0.006], [0.054, -0.031, 0.015], [-0.063, -0.021, 0.011], [0.029, 0.095, -0.094], [-0.026, -0.090, -0.066], [0.000, 0.048, 0.141], [0.090, 0.075, 0.193], [0.001, 0.051, 0.020], [-0.006, 0.009, -0.044], [0.015, -0.028, -0.002], [-0.012, 0.019, 0.001], [-0.004, -0.028, -0.006], [0.010, -0.137, -0.061], [0.254, -0.070, 0.018], [0.002, 0.016, 0.002], [-0.005, -0.003, -0.010], [-0.038, 0.067, 0.011], [0.048, -0.035, 0.063], [-0.001, -0.010, -0.002], [-0.056, 0.057, -0.066], [0.080, 0.021, 0.036], [-0.024, -0.004, -0.025], [0.068, 0.027, -0.008], [-0.081, -0.120, -0.048], [0.021, 0.016, -0.013], [-0.002, -0.002, -0.021], [0.006, 0.003, -0.011], [-0.019, -0.041, 0.007], [-0.023, -0.020, -0.021], [0.008, 0.016, -0.007], [-0.018, -0.010, -0.002], [0.021, 0.026, 0.056], [-0.085, -0.077, -0.002], [-0.007, 0.032, 0.012], [-0.009, -0.013, 0.003], [0.045, 0.069, 0.058], [-0.004, 0.035, -0.027], [-0.019, -0.042, -0.018], [-0.063, 0.024, 0.096], [0.129, -0.025, -0.001], [-0.074, 0.017, 0.084], [0.050, 0.072, 0.023]]
}



{
  "formula": "C4H5NO2S",
  "method": "the ωB97M-V functional and the def2-TZVPD basis",
  "energy_ha": -758.66548,
  "orbital_gap_ev": 5.376,
  "smiles": "C=C(C=[N+]([O-])[O-])C[S-]",
  "e_above_lowest_kcal_mol": 80.4,
  "total_charge": -2,
  "symbols": ["O", "O", "H", "H", "H", "C", "H", "C", "S", "C", "N", "C", "H"],
  "coordinates": [[-0.797, 2.932, -2.096], [1.230, 2.088, -2.003], [-1.605, 1.337, -0.628], [-0.433, -1.477, 1.316], [1.928, 0.544, 0.247], [1.447, -0.263, -0.202], [1.787, -0.195, -1.175], [-0.563, 1.093, -0.886], [2.046, -1.809, 0.497], [0.018, 0.093, -0.072], [0.004, 2.035, -1.692], [-0.776, -0.668, 0.767], [-1.914, -0.614, 1.055]],
  "forces_ev_per_a": [[-0.075, 0.792, -0.807], [-0.200, -0.199, -0.022], [0.588, -0.046, -0.550], [1.437, -1.244, 0.623], [1.216, 1.505, 1.053], [-0.399, -1.057, 1.143], [0.229, 0.105, -2.234], [-0.732, 1.472, -0.152], [0.479, -0.701, 0.375], [-1.574, -2.243, 0.729], [-0.592, -0.840, 1.391], [-2.225, 1.577, -0.282], [1.847, 0.879, -1.267]]
}



Please write out number 2 again, unchanged.
{
  "formula": "C4H5NO2S",
  "method": "the ωB97M-V functional and the def2-TZVPD basis",
  "energy_ha": -758.66548,
  "orbital_gap_ev": 5.376,
  "smiles": "C=C(C=[N+]([O-])[O-])C[S-]",
  "e_above_lowest_kcal_mol": 80.4,
  "total_charge": -2,
  "symbols": ["O", "O", "H", "H", "H", "C", "H", "C", "S", "C", "N", "C", "H"],
  "coordinates": [[-0.797, 2.932, -2.096], [1.230, 2.088, -2.003], [-1.605, 1.337, -0.628], [-0.433, -1.477, 1.316], [1.928, 0.544, 0.247], [1.447, -0.263, -0.202], [1.787, -0.195, -1.175], [-0.563, 1.093, -0.886], [2.046, -1.809, 0.497], [0.018, 0.093, -0.072], [0.004, 2.035, -1.692], [-0.776, -0.668, 0.767], [-1.914, -0.614, 1.055]],
  "forces_ev_per_a": [[-0.075, 0.792, -0.807], [-0.200, -0.199, -0.022], [0.588, -0.046, -0.550], [1.437, -1.244, 0.623], [1.216, 1.505, 1.053], [-0.399, -1.057, 1.143], [0.229, 0.105, -2.234], [-0.732, 1.472, -0.152], [0.479, -0.701, 0.375], [-1.574, -2.243, 0.729], [-0.592, -0.840, 1.391], [-2.225, 1.577, -0.282], [1.847, 0.879, -1.267]]
}